Record 1
Below is a cluster of 2 separate species, C4H4ClNS in total, with properties calculated with ωB97M-V/def2-TZVPD.

```
11
Properties=species:S:1:pos:R:3:mulliken_charge:R:1
C -0.027 1.217 -0.575 0.1917
C -2.980 -0.190 0.657 -0.1488
C -0.428 -0.006 -0.144 0.0691
C 2.161 -0.588 0.213 -0.8060
N 0.043 2.269 -1.072 -0.3789
S 0.484 -1.274 0.215 0.0555
Cl -3.864 -0.798 -0.587 -0.0246
H -2.763 0.904 0.681 0.1383
H 2.515 -0.501 1.197 0.2985
H 2.092 0.365 -0.292 0.3281
H 2.767 -1.397 -0.293 0.2771
```

Largest force on an atom in eV/A: 2.71
Molar mass in g/mol: 133.60


Record 2
Below is a cluster of 2 separate species, C3H4OS in total, with properties calculated with ωB97M-V/def2-TZVPD.

```
9
Properties=species:S:1:pos:R:3:mulliken_charge:R:1
C -2.107 -0.666 -0.210 -0.2490
C -0.062 -0.935 -0.063 0.6484
C 0.801 0.187 -0.313 -0.9436
O 0.152 -2.040 0.360 -0.4228
S -3.420 0.210 0.260 -0.1917
H -2.332 -1.551 -0.844 0.2514
H 0.410 1.015 0.323 0.2716
H 0.805 0.560 -1.457 0.2777
H 1.801 -0.090 -0.289 0.3580
```

Largest force on an atom in eV/A: 4.70
Molar mass in g/mol: 88.13


Record 3
Below is an isolated molecule of C5H6O2, with properties calculated with ωB97M-V/def2-TZVPD.

```
13
Properties=species:S:1:pos:R:3:mulliken_charge:R:1
C -0.762 0.367 -1.292 -0.7919
C -0.463 1.088 -0.122 -0.2992
C 0.903 0.749 0.447 0.0110
O 1.713 -0.139 -0.296 -0.3807
C 0.928 -0.706 0.739 0.0597
C -0.453 -1.228 0.383 -0.2086
O -1.355 -0.564 1.046 -0.5223
H -1.578 -0.302 -1.561 0.3299
H -0.265 0.611 -2.232 0.2950
H -0.921 2.039 0.157 0.3736
H 1.394 1.439 1.135 0.3962
H 1.443 -1.109 1.613 0.3852
H -0.583 -2.246 -0.019 0.3520
```

Largest force on an atom in eV/A: 2.44
SMILES string: C=C[C@@H]1O[C@@H]1C=O
Molar mass in g/mol: 98.10


Record 4
Below is a cluster of 11 separate species, C54H79F3O24 in total, with properties calculated with ωB97M-V/def2-TZVPD.

```
160
Properties=species:S:1:pos:R:3:mulliken_charge:R:1
C 3.911 -1.153 4.303 -1.0706
C 4.108 0.319 4.435 0.8139
C 4.873 0.742 5.686 -0.4234
O 5.713 1.868 5.214 -0.3879
C 5.852 1.726 3.903 0.5869
O 6.561 2.418 3.241 -0.5489
O 5.069 0.833 3.345 -0.1496
H 3.107 -1.452 4.972 0.3698
H 4.857 -1.664 4.489 0.5267
H 3.567 -1.305 3.278 -0.1529
H 3.163 0.862 4.374 -0.1118
H 5.470 -0.088 6.067 0.2757
H 4.380 1.162 6.555 0.2914
C -6.503 2.996 -1.279 -1.1383
C -5.270 3.693 -1.691 0.4641
C -4.256 3.923 -0.526 -0.1053
O -2.974 3.570 -1.125 -0.3045
C -3.181 2.991 -2.311 0.5959
O -2.296 2.605 -3.019 -0.4660
O -4.453 2.879 -2.616 -0.4126
H -7.101 3.715 -0.716 0.4133
H -6.242 2.133 -0.668 0.0522
H -7.067 2.763 -2.183 0.3917
H -5.443 4.648 -2.183 0.3483
H -4.381 3.227 0.305 -0.1601
H -4.057 4.901 -0.108 0.3083
C 7.686 0.918 0.250 -1.4394
C 6.360 0.786 -0.424 0.5422
C 5.190 1.292 0.391 0.4842
O 4.436 2.124 -0.592 -0.2774
C 5.182 2.253 -1.713 0.5603
O 4.831 2.932 -2.642 -0.5257
O 6.332 1.629 -1.619 -0.4096
H 8.503 0.681 -0.436 0.3788
H 7.748 0.297 1.148 0.3002
H 7.832 1.953 0.569 0.3909
H 6.123 -0.201 -0.836 0.2057
H 5.502 1.972 1.179 -0.0332
H 4.481 0.597 0.829 -0.1493
C 0.783 1.705 -6.529 -1.6117
C 0.201 1.426 -5.199 0.9634
C -0.024 -0.056 -4.946 -0.6186
O 0.589 -0.357 -3.665 -0.0951
C 1.283 0.740 -3.267 -0.0625
O 1.910 0.782 -2.248 -0.1270
O 1.200 1.736 -4.145 -0.1454
H 1.676 1.098 -6.697 0.3590
H 1.023 2.759 -6.576 0.3028
H 0.054 1.426 -7.295 0.4098
H -0.708 1.993 -5.019 0.0309
H 0.379 -0.777 -5.644 0.3300
H -1.065 -0.303 -4.772 0.3055
C 1.304 4.609 -2.297 -0.6118
C 1.694 5.589 -3.377 0.3479
C 3.140 6.019 -3.340 -0.3272
O 3.627 5.862 -4.754 -0.3925
C 2.745 5.054 -5.361 0.6689
O 2.943 4.550 -6.420 -0.5575
O 1.591 4.945 -4.652 -0.3014
H 1.230 5.125 -1.336 0.5218
H 2.082 3.870 -2.130 -0.1484
H 0.370 4.144 -2.604 0.0139
H 1.056 6.469 -3.436 0.4075
H 3.797 5.368 -2.765 0.1235
H 3.287 7.052 -3.066 0.3374
C -0.451 -4.821 3.925 -1.5806
C -0.245 -3.351 3.956 0.8884
C -1.351 -2.440 3.388 1.1747
O -1.690 -1.538 4.513 -0.3313
C -0.861 -1.816 5.538 0.6146
O -0.833 -1.168 6.542 -0.6009
O -0.117 -2.889 5.348 -0.4440
H -1.393 -4.987 4.456 0.4352
H 0.316 -5.363 4.470 0.3427
H -0.583 -5.201 2.917 0.2425
H 0.746 -3.153 3.546 0.0051
H -2.290 -2.938 3.166 0.2937
H -1.044 -1.838 2.540 -0.9807
C 3.569 -6.131 -3.999 -0.8201
O 3.000 -5.088 -3.251 -0.1560
C 3.838 -3.963 -3.105 -0.9164
C 3.231 -2.887 -2.310 0.6875
O 3.075 -3.197 -0.959 -0.5183
C 2.461 -2.202 -0.138 0.0818
C 0.944 -2.228 -0.024 2.9176
O 0.371 -3.314 0.709 0.1222
C 0.207 -4.481 -0.099 -0.7495
H 3.840 -5.778 -4.997 0.3260
H 2.772 -6.861 -4.035 0.2158
H 4.406 -6.609 -3.487 0.3005
H 4.047 -3.586 -4.117 0.3967
H 4.796 -4.289 -2.655 0.3516
H 2.240 -2.665 -2.733 -0.2146
H 3.844 -1.978 -2.365 0.1211
H 2.603 -1.189 -0.545 -0.0341
H 2.927 -2.420 0.825 0.0993
H 0.455 -2.130 -1.005 -1.2512
H 0.663 -1.305 0.497 -1.4802
H -0.458 -4.351 -0.962 0.0461
H -0.285 -5.186 0.566 0.2206
H 1.150 -4.922 -0.407 0.3643
C -2.931 -8.158 -3.837 -0.7599
O -2.197 -6.972 -3.813 -0.3049
C -2.897 -5.815 -3.386 -0.5767
C -2.199 -4.533 -3.795 -0.1957
O -2.871 -3.458 -3.147 -0.3931
C -2.001 -2.351 -2.883 -0.0615
C -2.667 -1.195 -2.088 -0.0689
O -3.367 -1.537 -0.887 -0.4222
C -2.627 -2.304 0.041 -0.1382
H -3.622 -8.187 -2.986 0.3263
H -2.218 -8.965 -3.718 0.2481
H -3.505 -8.300 -4.759 0.2748
H -3.122 -5.814 -2.312 0.2674
H -3.847 -5.874 -3.934 0.3980
H -2.236 -4.445 -4.884 0.2954
H -1.178 -4.530 -3.401 0.1802
H -1.719 -1.870 -3.827 0.4382
H -1.046 -2.671 -2.432 -0.4372
H -3.361 -0.607 -2.691 0.4224
H -1.741 -0.642 -1.863 0.0027
H -1.695 -1.794 0.301 -0.0455
H -2.334 -3.320 -0.233 0.1262
H -3.315 -2.307 0.885 0.2650
F -3.404 5.248 7.640 -0.3404
C -2.553 4.450 6.886 0.4555
C -1.269 4.910 6.655 -0.6619
C -0.479 4.139 5.803 -0.5666
C -0.950 2.946 5.249 -0.5222
C -2.256 2.536 5.563 -0.0887
C -3.084 3.295 6.340 -0.7863
H -0.904 5.817 7.126 0.4391
H 0.544 4.484 5.686 0.3685
H -0.322 2.354 4.604 0.6176
H -2.602 1.574 5.215 0.4712
H -4.106 3.013 6.603 0.4908
F 0.824 0.502 3.770 -0.5142
C 0.448 0.833 2.491 0.5038
C 1.455 1.328 1.643 -1.0017
C 1.075 1.745 0.390 -0.5899
C -0.251 1.672 -0.027 -0.6950
C -1.181 1.100 0.822 -0.2932
C -0.871 0.703 2.104 -0.2597
H 2.499 1.397 1.921 0.4229
H 1.855 2.051 -0.295 0.4186
H -0.532 1.940 -1.038 0.3834
H -2.208 1.033 0.484 0.7120
H -1.658 0.397 2.781 0.8632
F -4.009 1.220 3.070 0.1208
C -5.294 1.368 2.705 0.5376
C -6.031 2.309 3.422 -0.9849
C -7.380 2.406 3.116 -0.1507
C -7.989 1.635 2.145 -0.9493
C -7.191 0.771 1.463 -0.1422
C -5.802 0.633 1.698 -0.5769
H -5.499 2.868 4.176 0.4580
H -8.026 3.106 3.642 0.3815
H -9.053 1.729 1.938 0.4106
H -7.576 0.112 0.692 0.3931
H -5.206 -0.084 1.150 0.5074
```

Largest force on an atom in eV/A: 3.58
SMILES string: C[C@H]1COC(=O)O1.C[C@H]1COC(=O)O1.C[C@H]1COC(=O)O1.C[C@H]1COC(=O)O1.C[C@H]1COC(=O)O1.C[C@H]1COC(=O)O1.COCCOCCOC.COCCOCCOC.Fc1ccccc1.Fc1ccccc1.Fc1ccccc1
Molar mass in g/mol: 1169.20


Number 1: electronic energy -1067.70358 Ha. Number 2: electronic energy -590.01447 Ha. Number 3: electronic energy -344.34004 Ha. Number 4: electronic energy -4210.35480 Ha.